DFT (the ωB97M-V functional and the def2-TZVPD basis) results for C12H10AsIrN4S4 as an isolated structure.

```
32
Properties=species:S:1:pos:R:3
Ir -1.63241 -1.18415 0.39672
As -2.52570 -4.21578 1.27393
S -2.47335 -2.18602 2.25731
S -0.67770 -5.07375 1.71782
S -2.20183 -3.12486 -0.70966
S -4.31332 -5.22254 1.39343
N 2.08752 -2.38704 -0.93446
N -2.65189 0.81230 -1.83071
N 0.27097 -1.27874 -0.51322
N 2.66401 5.31926 -1.47762
C 1.13771 1.43813 0.93089
C -0.25935 1.50258 0.97281
C -2.24527 0.07032 -1.04205
C -0.87388 2.60338 0.36938
C 0.69268 -0.93219 -1.77510
C 2.03480 4.50662 -0.95967
C 1.89208 2.40953 0.30120
C -1.04860 0.42401 1.63329
C 1.83562 -1.61343 -2.04649
C -0.13439 3.58266 -0.26464
C 1.10606 -2.17457 -0.03913
C 1.25670 3.49115 -0.30610
H -1.95291 2.67146 0.37575
H -0.44211 -0.00898 2.43520
H -1.94232 0.83679 2.10846
H 2.80138 -3.08663 -0.83614
H 1.63845 0.60447 1.40990
H 2.48219 -1.60765 -2.90384
H 0.15255 -0.20820 -2.36077
H 2.97222 2.34162 0.27962
H -0.62923 4.42024 -0.73835
H 0.97933 -2.72998 0.88223
```

Properties
Total charge: -1
Expectation value of S²: 0.759
Multiplicity: 2
F_max (eV/Å): 0.94
LUMO (spin up / spin down) (eV): 1.8 / 0.2
ΔE to the lowest compared entry with this formula, charge and spin (kJ/mol): 50.60

---

DFT (the ωB97M-V functional and the def2-TZVPD basis) results for C12H10BF4N7SSeSr as an isolated structure.

```
37
Properties=species:S:1:pos:R:3
Sr -0.01739 0.58082 -0.95684
Se -0.13427 4.53020 -2.57304
S 2.66650 1.22494 0.02932
F -0.76979 -0.60734 -4.91343
F 0.62878 0.93180 -3.83878
F 0.12303 -1.03357 -2.81562
F -1.46689 0.59092 -3.05353
N 0.61121 -0.53594 1.36464
N 3.66886 0.72327 2.39790
N -1.81768 -1.15429 0.01382
N -0.25580 3.17896 -1.44602
N -1.59600 5.32083 -1.99054
N -1.74141 2.42618 0.17295
N 1.70342 -0.31901 2.11463
C -2.86254 2.67641 0.78462
C -3.29780 4.79337 -0.30670
C -0.22755 -1.38110 1.84094
C -2.32950 -2.65022 1.79970
C -3.66619 3.84649 0.59349
C -1.48423 -1.72301 1.18354
C 2.62250 0.46723 1.57629
C -3.52673 -2.98439 1.19527
C -1.35210 3.36002 -0.74479
C -2.97045 -1.48858 -0.56455
C -3.86044 -2.39439 -0.01419
C -2.09641 4.55711 -1.03525
B -0.36790 -0.04902 -3.74482
H -3.19499 1.93266 1.50206
H -3.17561 -1.01387 -1.51809
H -2.03514 -3.09761 2.73948
H -4.56801 3.94120 1.18161
H -0.01458 -1.87239 2.78935
H -4.78111 -2.63262 -0.52744
H -4.19078 -3.70205 1.65972
H 3.74293 0.19641 3.25161
H -3.87101 5.69082 -0.49544
H 4.47607 1.17987 2.01628
```

Properties
F_max (eV/Å): 0.48
LUMO (eV): -1.9
ΔE to the lowest compared entry with this formula, charge and spin (kJ/mol): 0.00

---

DFT (the ωB97M-V functional and the def2-TZVPD basis) results for C12H10BrF3HfO2 as an isolated structure at a distorted geometry.

```
29
Properties=species:S:1:pos:R:3
Hf -0.64839 0.44835 -0.61329
Br -2.02453 2.50846 -0.89343
F -0.19203 0.74855 4.05092
F -1.60806 -0.94276 4.07645
F -2.34211 1.09082 3.74593
O -1.66501 -0.73305 1.17806
O -0.50197 1.12147 1.45790
C -0.60382 0.34608 -2.98658
C 1.91743 0.72501 -0.58043
C -1.94791 0.05645 -2.55965
C 2.01048 1.39809 0.70547
C 2.13249 0.39688 1.70204
C -1.14123 0.13837 1.94760
C 0.23032 -0.69821 -2.48692
C 2.10612 -0.69261 -0.31696
C -0.56736 -1.59344 -1.68158
C 2.18537 -0.87831 1.07550
C -1.32156 0.22630 3.49735
C -1.91833 -1.10942 -1.72192
H -0.30773 1.12956 -3.69304
H -2.86510 0.53040 -2.89383
H -0.26311 -2.58519 -1.35256
H 1.23381 -0.92774 -2.83644
H 2.23691 -1.45644 -1.07846
H 2.00755 1.19140 -1.56649
H -2.79204 -1.65542 -1.38993
H 2.37988 -1.81539 1.59034
H 2.22387 0.54562 2.77810
H 2.04605 2.48616 0.84588
```

Properties
F_max (eV/Å): 4.95
LUMO (eV): -0.6
ΔE to the lowest compared entry with this formula, charge and spin (kJ/mol): 0.00

---

DFT (the ωB97M-V functional and the def2-TZVPD basis) results for one molecule with the formula C12H10Cl2N4S at a distorted geometry.

```
29
Properties=species:S:1:pos:R:3
Cl -2.54478 -4.02310 3.98468
Cl 1.81200 -0.99863 3.37863
S 2.88096 -0.90317 -1.35724
N 0.18810 0.19579 -0.32704
N 2.26412 1.29263 -2.90755
N 0.86029 0.86963 -1.27250
N 1.27919 2.21372 -2.93880
C -1.97900 -2.73309 1.68411
C -0.79508 2.72098 -1.63635
C 2.03015 0.50148 -1.90601
C 0.83340 -0.59517 0.44486
C 0.39771 -1.69536 2.67428
C 0.02811 -1.41350 1.35680
C 0.42976 1.96632 -1.98945
C -1.35031 3.46793 -2.84292
C -0.39344 -2.49450 3.48313
C 2.32595 -0.74867 0.39624
C -1.18163 -1.93472 0.89191
C -1.57383 -3.01981 2.98089
H -2.90500 -3.13398 1.30493
H -0.59070 4.12967 -3.24769
H 2.82966 0.12217 0.82349
H -0.09345 -2.69810 4.49856
H 2.66356 -1.65343 0.89315
H -2.22037 4.05230 -2.55518
H -1.47901 -1.70318 -0.11844
H -1.52671 2.01540 -1.23349
H -1.63832 2.76736 -3.62187
H -0.55133 3.43303 -0.84112
```

Properties
F_max (eV/Å): 1.44
LUMO (eV): -0.4